# 1
Formula: C10H40N20O10
Source: the Open Molecules 2025 dataset
Level of theory: wB97M-V/def2-TZVPD

CARTESIAN COORDINATES (ANGSTROEM)
C 6.007 -1.210 1.999
O 6.724 -2.145 1.541
N 5.222 -0.487 1.307
N 6.278 -0.677 3.149
H 4.528 0.145 1.680
H 5.063 -1.128 0.543
H 6.047 0.285 3.352
H 7.137 -1.029 3.549
C 1.514 3.065 -2.769
O 1.658 1.873 -2.929
N 2.120 3.963 -3.437
N 0.848 3.563 -1.765
H 2.085 4.891 -3.039
H 2.485 3.632 -4.318
H 0.812 4.570 -1.703
H 0.571 3.056 -0.936
C 0.207 0.235 -0.134
O -0.413 -0.063 0.865
N 1.518 0.410 -0.137
N -0.341 0.495 -1.298
H 1.934 0.650 -1.025
H 2.006 0.294 0.740
H -1.346 0.469 -1.397
H 0.179 0.738 -2.129
C -3.546 -0.503 2.458
O -3.457 0.666 2.645
N -4.626 -1.227 2.599
N -2.675 -1.285 1.900
H -5.501 -0.780 2.830
H -4.455 -2.220 2.671
H -1.838 -0.763 1.682
H -2.946 -2.084 1.345
C 3.895 2.281 2.810
O 3.231 1.700 1.984
N 3.519 2.419 4.154
N 5.087 2.628 2.590
H 2.547 2.350 4.419
H 4.165 2.986 4.685
H 5.554 3.413 3.021
H 5.305 2.399 1.631
C -0.112 1.698 4.451
O 0.623 2.033 5.363
N -0.040 0.579 3.786
N -1.224 2.279 4.256
H -0.686 0.326 3.053
H 0.774 0.033 4.030
H -1.466 2.965 4.957
H -1.855 1.695 3.726
C -6.197 0.431 -1.010
O -7.194 0.557 -0.303
N -4.968 0.387 -0.521
N -6.171 0.236 -2.237
H -4.825 0.109 0.439
H -4.101 0.317 -1.035
H -5.302 0.097 -2.733
H -7.039 0.033 -2.711
C 0.512 -2.470 -3.405
O 0.845 -1.260 -3.310
N 0.749 -3.196 -4.453
N -0.262 -3.053 -2.521
H 0.216 -4.047 -4.560
H 0.991 -2.617 -5.245
H -0.415 -4.045 -2.635
H -0.706 -2.503 -1.800
C 0.813 -4.303 0.905
O 1.814 -4.790 1.399
N 0.274 -4.948 -0.090
N 0.367 -3.047 1.075
H -0.519 -4.726 -0.676
H 0.805 -5.794 -0.241
H -0.525 -2.717 0.735
H 0.794 -2.551 1.845
C -2.873 0.620 -3.967
O -2.875 0.592 -2.731
N -3.924 1.014 -4.664
N -1.923 0.044 -4.625
H -3.819 0.922 -5.664
H -4.494 1.764 -4.299
H -1.952 0.185 -5.625
H -1.208 -0.426 -4.090

Summary:
Energy relative to the best compared isomer or geometry (same formula, charge and spin): 132.8 kJ/mol
Net charge: +1
2S+1: 2
Gap between HOMO and LUMO (spin up / spin down): 8.315 / 2.718 eV
<S²>: 0.769
Highest occupied orbital energy (spin up / spin down): -11.03 / -11.03 eV



# 2
Formula: C10H40N20O10
Source: the Open Molecules 2025 dataset
Level of theory: wB97M-V/def2-TZVPD

CARTESIAN COORDINATES (ANGSTROEM)
C 3.898 -1.147 -0.338
O 3.172 -0.237 -0.508
N 5.011 -1.325 -0.874
N 3.704 -2.111 0.509
H 5.510 -2.200 -0.950
H 5.321 -0.614 -1.521
H 2.746 -2.281 0.781
H 4.411 -2.829 0.580
C -0.606 -0.077 -4.773
O -0.282 -0.479 -3.636
N -0.552 1.115 -5.172
N -1.176 -0.856 -5.686
H -0.977 1.447 -6.026
H -0.258 1.780 -4.470
H -1.123 -1.854 -5.536
H -1.280 -0.467 -6.613
C -0.732 0.081 0.369
O -1.908 -0.194 0.476
N -0.251 0.754 -0.681
N 0.146 -0.167 1.217
H 0.744 0.923 -0.629
H -0.851 0.705 -1.492
H 1.098 -0.317 0.916
H -0.213 -0.773 1.941
C 2.832 -2.497 4.248
O 1.778 -3.109 3.936
N 3.202 -1.248 3.975
N 3.775 -2.982 4.977
H 2.601 -0.707 3.369
H 3.980 -0.898 4.515
H 3.635 -3.765 5.598
H 4.692 -2.558 4.954
C -4.914 0.622 2.618
O -5.700 0.331 1.708
N -3.633 0.587 2.577
N -5.388 1.039 3.757
H -3.169 0.156 1.790
H -3.209 0.825 3.462
H -4.683 1.510 4.305
H -6.349 1.348 3.735
C -3.090 2.969 -1.225
O -2.416 3.835 -0.767
N -3.893 2.207 -0.497
N -3.142 2.620 -2.441
H -3.991 2.243 0.507
H -4.469 1.495 -0.924
H -3.515 1.681 -2.413
H -2.449 2.926 -3.108
C -1.055 -1.173 4.939
O -0.561 -0.331 4.257
N -0.627 -2.330 4.949
N -2.204 -1.076 5.573
H 0.141 -2.670 4.388
H -0.934 -2.989 5.651
H -2.653 -0.178 5.459
H -2.429 -1.862 6.165
C -3.606 -1.118 -3.039
O -4.212 -0.125 -3.126
N -3.629 -2.102 -3.908
N -3.131 -1.527 -1.896
H -2.948 -2.792 -3.625
H -4.059 -1.912 -4.802
H -2.604 -2.389 -1.917
H -3.025 -0.945 -1.078
C 3.063 1.662 -4.350
O 3.372 2.813 -4.672
N 3.678 0.564 -4.653
N 2.141 1.277 -3.539
H 4.388 0.576 -5.371
H 3.541 -0.323 -4.190
H 1.856 0.308 -3.525
H 1.536 1.999 -3.175
C 3.031 2.775 1.378
O 2.518 3.696 1.987
N 3.754 1.874 1.928
N 2.817 2.583 0.087
H 4.296 1.181 1.433
H 4.085 2.024 2.870
H 3.178 1.743 -0.343
H 2.245 3.259 -0.399

Summary:
Energy relative to the best compared isomer or geometry (same formula, charge and spin): 233.6 kJ/mol
Net charge: +1
2S+1: 2
Gap between HOMO and LUMO (spin up / spin down): 9.154 / 3.266 eV
<S²>: 0.772
Highest occupied orbital energy (spin up / spin down): -11.20 / -11.20 eV



# 3
Formula: C10H40O10
Source: the Open Molecules 2025 dataset
Level of theory: wB97M-V/def2-TZVPD

CARTESIAN COORDINATES (ANGSTROEM)
C -1.510 2.357 -3.715
O -0.918 1.869 -2.618
H -0.947 3.222 -4.067
H -1.475 1.516 -4.409
H -2.558 2.590 -3.526
H -1.519 1.209 -2.263
C -3.125 -1.486 3.273
O -3.957 -0.347 2.963
H -2.731 -1.945 2.366
H -2.334 -1.157 3.947
H -3.708 -2.179 3.879
H -3.337 0.385 2.916
C -3.150 -0.697 -1.017
O -3.192 0.183 -2.134
H -4.076 -1.269 -0.959
H -2.341 -1.410 -1.174
H -2.978 -0.242 -0.041
H -3.817 -0.183 -2.764
C 0.365 0.251 0.508
O -0.139 0.587 1.788
H 1.403 -0.074 0.579
H -0.169 -0.536 -0.025
H 0.385 1.020 -0.264
H -0.065 -0.167 2.379
C 1.737 -1.461 -2.496
O 0.593 -2.293 -2.117
H 2.226 -1.838 -3.394
H 1.484 -0.417 -2.681
H 2.424 -1.443 -1.650
H 0.085 -2.495 -2.906
C 4.231 1.213 -1.922
O 3.311 1.449 -0.879
H 5.098 0.855 -1.368
H 3.880 0.493 -2.662
H 4.454 2.168 -2.397
H 2.656 2.093 -1.156
C -1.878 2.554 3.987
O -2.230 1.669 2.967
H -2.773 3.052 4.359
H -1.430 1.980 4.798
H -1.227 3.352 3.630
H -1.436 1.356 2.527
C 0.647 -2.739 3.893
O 0.611 -1.850 2.803
H 1.503 -3.411 3.826
H 0.601 -2.224 4.853
H -0.263 -3.337 3.848
H 0.887 -2.352 2.033
C 1.940 -4.361 0.300
O 1.002 -3.308 0.333
H 2.763 -4.153 -0.383
H 2.524 -4.488 1.211
H 1.576 -5.351 0.026
H 0.803 -3.084 -0.578
C 1.836 4.464 -2.381
O 1.629 3.135 -1.971
H 1.711 4.536 -3.462
H 1.174 5.217 -1.954
H 2.871 4.773 -2.241
H 0.874 2.749 -2.421

Summary:
Energy relative to the best compared isomer or geometry (same formula, charge and spin): 0.0 kJ/mol
Net charge: -1
2S+1: 2
Gap between HOMO and LUMO (spin up / spin down): 2.248 / 10.024 eV
<S²>: 0.750
Highest occupied orbital energy (spin up / spin down): 0.51 / -7.35 eV



# 4
Formula: C10H40O10
Source: the Open Molecules 2025 dataset
Level of theory: wB97M-V/def2-TZVPD

CARTESIAN COORDINATES (ANGSTROEM)
C -11.479 5.121 11.639
O -11.231 6.361 11.038
H -11.438 5.155 12.727
H -12.460 4.784 11.305
H -10.703 4.399 11.386
H -10.863 6.980 11.674
C -6.369 7.148 12.686
O -5.060 7.610 12.601
H -6.919 7.033 11.752
H -6.381 6.279 13.345
H -6.926 7.889 13.260
H -4.555 6.794 12.586
C -6.091 7.156 16.189
O -5.431 6.328 16.998
H -6.591 7.936 16.764
H -5.383 7.649 15.523
H -6.859 6.672 15.584
H -5.161 5.605 16.427
C -8.972 7.647 12.065
O -10.344 7.712 12.267
H -8.739 8.069 11.088
H -8.410 8.191 12.824
H -8.570 6.635 12.009
H -10.649 8.271 11.548
O -10.844 6.825 13.978
H -10.506 5.965 13.728
H -10.444 7.431 13.353
O -8.382 1.963 13.128
H -8.884 2.763 13.280
H -7.789 1.905 13.877
O -10.587 3.798 13.989
H -11.131 3.392 13.315
H -11.000 3.544 14.815
C -7.516 5.353 14.496
C -8.449 4.862 13.405
O -9.693 5.407 13.583
H -8.115 5.373 15.406
H -7.222 6.392 14.347
H -6.619 4.733 14.497
H -8.519 3.779 13.506
H -7.952 5.012 12.446
H -10.243 4.622 13.622
C -3.407 4.826 14.926
C -4.815 4.208 15.161
O -5.287 4.655 16.383
H -2.656 4.464 15.629
H -3.577 5.899 15.021
H -3.133 4.619 13.892
H -4.632 3.134 15.106
H -5.589 4.353 14.408
H -5.107 4.031 17.090
C -7.879 8.398 15.039
C -9.310 8.857 14.975
O -9.175 10.262 15.400
H -7.500 8.575 16.046
H -7.235 8.823 14.269
H -7.990 7.315 14.986
H -10.041 8.259 15.519
H -9.722 8.818 13.966
H -9.193 10.783 14.594

Summary:
Energy relative to the best compared isomer or geometry (same formula, charge and spin): 2729.0 kJ/mol
Gap between HOMO and LUMO: 7.501 eV
Highest occupied orbital energy: -7.78 eV



# 5
Formula: C10H42BO24Y
Source: the Open Molecules 2025 dataset
Level of theory: wB97M-V/def2-TZVPD

CARTESIAN COORDINATES (ANGSTROEM)
Y -1.867 -3.322 -0.626
O 2.479 4.176 -4.268
C 2.631 2.932 -4.013
O 3.377 1.998 -4.672
B 3.255 0.674 -4.095
O 2.275 0.833 -3.045
C 1.922 2.151 -2.930
O 0.925 2.579 -2.261
O 4.509 0.295 -3.429
C 4.922 -0.817 -3.940
O 5.938 -1.430 -3.662
C 3.904 -1.262 -5.035
O 2.895 -0.401 -5.003
O 4.051 -2.253 -5.713
C -0.603 0.932 0.540
C -1.159 -0.340 1.225
C -1.773 -0.065 2.568
O -1.966 -1.114 0.356
H 0.303 1.258 1.052
H -1.434 1.637 0.562
H -0.247 0.738 -0.472
H -0.258 -0.925 1.408
H -2.144 -0.976 3.036
H -2.569 0.679 2.548
H -1.092 0.319 3.327
C -0.261 -2.665 -5.029
C -0.114 -2.326 -3.556
C -0.388 -0.895 -3.308
O -0.971 -3.173 -2.816
H 0.254 -1.847 -5.533
H -1.254 -2.698 -5.477
H 0.172 -3.643 -5.238
H 0.944 -2.512 -3.372
H 0.182 -0.282 -4.006
H -0.005 -0.512 -2.362
H -1.401 -0.497 -3.371
O -1.883 2.372 -2.324
H -0.951 2.560 -2.432
H -2.135 2.853 -1.537
O -4.620 -0.992 1.346
H -4.536 -1.443 2.186
H -3.719 -0.871 1.048
O -3.897 1.744 5.383
H -3.576 0.972 4.918
H -4.054 2.391 4.695
O -1.558 -4.204 1.574
H -1.469 -5.101 1.897
H -1.192 -3.660 2.272
O 0.530 -3.092 -0.154
H 0.603 -2.919 0.785
H 1.425 -3.011 -0.483
O 2.385 -2.020 2.107
H 3.315 -2.235 2.048
H 2.362 -1.064 2.155
O -0.045 -3.104 3.441
H 0.530 -2.409 3.121
H -0.024 -3.013 4.394
O -0.489 2.804 4.818
H -0.070 2.127 5.349
H 0.172 3.043 4.168
O 1.520 3.232 3.103
H 2.292 3.274 3.668
H 1.873 3.092 2.224
O -3.587 0.560 -1.480
H -3.132 0.155 -0.741
H -2.917 1.090 -1.912
O -2.359 4.402 -0.324
H -3.072 4.188 0.278
H -1.587 4.479 0.237
O 2.195 3.213 0.386
H 1.653 2.878 -0.329
H 3.041 3.399 -0.021
O 3.256 0.626 2.438
H 2.391 1.000 2.606
H 3.810 1.382 2.242
O -2.625 -2.371 5.848
H -3.135 -1.846 5.231
H -2.157 -1.729 6.382

Summary:
Net charge: -1
2S+1: 2
Gap between HOMO and LUMO (spin up / spin down): 3.966 / 7.264 eV
<S²>: 0.750
Highest occupied orbital energy (spin up / spin down): -2.87 / -6.20 eV



# 6
Formula: C10H42Ca2N20O12
Source: the Open Molecules 2025 dataset
Level of theory: wB97M-V/def2-TZVPD

CARTESIAN COORDINATES (ANGSTROEM)
Ca -0.736 0.158 -0.505
Ca 2.628 -0.967 -1.564
O 1.019 -1.040 0.149
H 0.814 -1.991 0.236
O 0.629 0.249 -2.308
H -0.039 0.658 -2.891
C -0.061 0.867 2.638
O -0.889 0.799 1.774
N 1.124 0.345 2.572
N -0.244 1.419 3.778
H 1.247 -0.216 1.741
H 1.688 0.361 3.409
H -1.228 1.570 3.946
H 0.462 1.182 4.460
C 3.271 1.404 -3.936
O 3.606 0.777 -2.981
N 4.091 2.084 -4.659
N 2.054 1.522 -4.206
H 5.089 2.067 -4.505
H 3.658 2.155 -5.568
H 1.466 1.229 -3.439
H 1.760 2.036 -5.024
C -5.881 1.887 2.460
O -6.278 1.059 3.255
N -6.541 2.765 1.697
N -4.588 2.033 2.303
H -7.508 2.977 1.897
H -6.198 3.198 0.852
H -3.843 1.742 2.920
H -4.310 2.687 1.585
C -2.773 -1.732 1.810
O -2.642 -1.049 0.803
N -3.810 -1.805 2.543
N -1.976 -2.730 2.154
H -3.869 -2.499 3.274
H -4.628 -1.274 2.282
H -2.203 -3.325 2.937
H -1.138 -2.875 1.609
C 4.448 -0.925 3.103
O 3.858 0.074 3.406
N 5.689 -1.143 3.439
N 3.996 -1.905 2.438
H 6.188 -0.546 4.083
H 6.133 -1.887 2.919
H 4.722 -2.571 2.215
H 3.166 -1.836 1.866
C -3.649 0.679 -1.996
O -2.528 0.643 -2.004
N -4.300 1.706 -2.518
N -4.407 -0.088 -1.319
H -3.908 2.401 -3.137
H -5.295 1.794 -2.368
H -5.327 0.188 -1.005
H -3.917 -0.634 -0.625
C -1.149 -2.950 -2.033
O -1.155 -1.898 -1.587
N -0.798 -3.226 -3.254
N -1.819 -3.975 -1.482
H -0.752 -2.417 -3.857
H -1.086 -4.112 -3.645
H -1.753 -4.824 -2.025
H -2.499 -3.952 -0.735
C -0.709 3.490 -1.115
O -0.555 2.508 -0.365
N -0.736 4.664 -0.708
N -0.793 3.353 -2.368
H -0.908 5.299 -1.474
H -0.479 4.877 0.245
H -0.475 2.475 -2.754
H -1.426 3.898 -2.936
C 2.787 -4.152 0.004
O 2.918 -3.006 -0.472
N 3.880 -4.794 0.241
N 1.617 -4.779 0.064
H 3.812 -5.802 0.223
H 4.701 -4.234 0.421
H 0.707 -4.374 -0.098
H 1.707 -5.757 0.298
C 3.221 1.985 0.214
O 3.230 0.834 -0.240
N 3.086 3.058 -0.412
N 3.646 2.326 1.357
H 2.979 3.140 -1.413
H 3.071 3.805 0.268
H 3.628 1.618 2.078
H 4.011 3.244 1.567

Summary:
Net charge: +2
Gap between HOMO and LUMO: 9.149 eV
Highest occupied orbital energy: -13.31 eV